1.
ORCA calculation (wB97M-V/def2-TZVPD) on C24H29ClN2OPYb as an isolated structure at a distorted geometry.

2S+1: 2
LUMO level (alpha / beta) in eV: -7.47 / -8.99
Relative energy (zero: lowest compared OMol25 entry of this formula, charge and spin) in kcal per mole: 9.6
Net charge: +2
HOMO-LUMO gap (alpha / beta) in eV: 6.959 / 5.447

CARTESIAN COORDINATES (ANGSTROEM)
Yb -0.06 -0.83 -0.04
Cl 1.99 -2.11 0.25
P -1.99 1.30 -0.41
O -0.38 -0.84 2.07
N 0.46 -2.27 3.63
N 1.58 -0.27 3.08
C -0.48 1.53 -4.20
C -5.68 0.20 -1.88
C -3.54 0.40 -0.75
C 0.54 -1.12 2.93
C -1.58 1.96 -2.07
C -0.65 -3.21 3.43
C -1.08 3.79 -3.59
C 2.81 -0.70 3.70
C 1.76 0.79 2.09
C -3.61 -0.96 -0.38
C -3.79 2.96 1.03
C 2.57 -1.70 4.80
C -0.48 2.90 -4.49
C -1.04 1.06 -3.01
C -4.67 -1.74 -0.82
C -1.44 3.64 0.94
C -1.70 4.68 1.82
C -4.04 4.03 1.89
C -2.48 2.76 0.54
C -3.01 4.87 2.31
C -5.70 -1.17 -1.58
C -1.64 3.32 -2.39
C 1.47 -2.70 4.57
C -4.59 0.99 -1.48
H -2.83 -1.40 0.26
H -4.56 2.05 -1.73
H -1.13 4.85 -3.83
H 3.51 -1.11 2.94
H 2.57 1.44 2.46
H -0.05 3.26 -5.42
H 0.84 1.40 1.98
H -2.11 4.03 -1.70
H -0.90 5.35 2.12
H -0.05 0.82 -4.92
H -6.04 0.95 3.51
H -3.21 5.69 3.00
H 3.27 0.21 4.12
H -5.07 4.20 2.24
H -6.53 -1.79 -1.95
H -5.78 1.58 3.82
H 2.36 -1.16 5.73
H 0.98 -2.93 5.52
H -6.50 0.66 -2.44
H -0.26 -4.19 3.08
H 3.50 -2.26 4.95
H -1.35 -2.81 2.69
H -4.71 -2.81 -0.58
H 2.07 0.37 1.11
H 1.90 -3.65 4.21
H -0.43 3.49 0.55
H -1.07 -0.02 -2.82
H -4.59 2.28 0.73
H -1.18 -3.41 4.37

Löwdin charges, unit e, in atom order:
1. Yb 1.48
2. Cl -0.01
3. P 0.98
4. O -0.24
5. N -0.06
6. N -0.08
7. C -0.07
8. C -0.03
9. C -0.39
10. C -0.47
11. C -0.38
12. C 0.00
13. C -0.04
14. C -0.15
15. C -0.06
16. C -0.13
17. C -0.07
18. C -0.13
19. C -0.04
20. C -0.14
21. C -0.06
22. C -0.12
23. C -0.06
24. C -0.05
25. C -0.38
26. C -0.04
27. C -0.04
28. C -0.07
29. C -0.13
30. C -0.07
31. H 0.06
32. H 0.12
33. H 0.12
34. H 0.14
35. H 0.12
36. H 0.12
37. H 0.09
38. H 0.11
39. H 0.12
40. H 0.12
41. H 0.01
42. H 0.12
43. H 0.14
44. H 0.12
45. H 0.12
46. H 0.01
47. H 0.13
48. H 0.14
49. H 0.13
50. H 0.11
51. H 0.13
52. H 0.08
53. H 0.12
54. H 0.03
55. H 0.14
56. H 0.10
57. H 0.08
58. H 0.10
59. H 0.11



2.
ORCA calculation (wB97M-V/def2-TZVPD) on C24H29F3N10OW as an isolated structure at a distorted geometry.

2S+1: 1
LUMO level in eV: -6.22
Relative energy (zero: lowest compared OMol25 entry of this formula, charge and spin) in kcal per mole: 22.8
Net charge: +2
HOMO-LUMO gap in eV: 7.561

CARTESIAN COORDINATES (ANGSTROEM)
W 0.21 -0.20 -0.24
F -2.16 5.31 -4.81
F -3.69 5.28 -3.27
F -3.78 3.88 -4.92
O -1.35 -0.86 -0.70
N 0.41 4.23 4.33
N 0.43 1.62 1.24
N 2.35 0.50 -0.96
N 0.93 3.77 2.14
N 1.35 3.36 -0.04
N 1.01 -1.68 -0.11
N 0.46 -0.86 -2.55
N -0.72 1.66 -1.77
N -0.61 -0.87 1.73
N -0.09 2.14 3.50
C -0.07 1.34 2.49
C 0.78 -4.12 -0.39
C 1.61 -0.28 -3.23
C 2.60 -5.52 0.36
C 1.53 -2.98 -0.01
C 3.32 -4.40 0.73
C -1.62 -2.51 3.11
C -0.76 3.50 -3.34
C -2.95 4.52 -4.09
C -2.15 3.52 -3.28
C 2.76 -0.17 -2.24
C -1.10 -2.10 1.90
C -1.13 -0.34 3.99
C -0.62 -0.01 2.75
C -2.81 2.61 -2.47
C -1.64 -1.62 4.18
C 2.80 -3.13 0.56
C -0.61 -4.07 -0.97
C 3.61 -1.94 1.01
C 0.89 2.91 1.15
C -2.06 1.71 -1.73
C 0.44 3.37 3.31
C 1.34 -5.37 -0.19
C -0.11 2.55 -2.57
H -1.34 -3.58 -0.33
H -2.00 -3.51 3.21
H 2.41 1.51 -1.10
H 3.87 -1.29 0.17
H -2.04 -1.91 5.14
H 1.92 -0.87 -4.09
H 3.13 -1.16 -1.99
H -0.97 -5.08 -1.15
H -0.67 -3.55 -1.93
H 1.33 0.70 -3.61
H -2.54 0.97 -1.10
H 0.78 -6.25 -0.48
H 0.97 2.50 -2.64
H 3.07 -1.35 1.75
H -0.21 4.19 -3.95
H 4.31 -4.52 1.17
H 3.56 0.39 -2.73
H 0.89 2.92 -0.82
H 3.02 -6.51 0.50
H 0.27 3.85 5.25
H 3.00 0.31 -0.21
H 4.55 -2.26 1.45
H 1.35 4.37 -0.08
H -3.89 2.60 -2.40
H 1.00 5.05 4.26
H -0.41 -0.68 -3.02
H 0.56 -1.86 -2.48
H -1.12 0.39 4.78
H -1.06 -2.74 1.04

Löwdin charges, unit e, in atom order:
1. W 1.70
2. F 0.17
3. F 0.18
4. F 0.18
5. O -0.47
6. N 0.22
7. N 0.06
8. N -0.06
9. N 0.20
10. N 0.17
11. N -0.17
12. N -0.04
13. N -0.03
14. N -0.03
15. N 0.20
16. C -0.26
17. C -0.19
18. C -0.21
19. C -0.03
20. C -0.23
21. C -0.03
22. C 0.01
23. C 0.05
24. C -0.60
25. C -0.06
26. C -0.19
27. C -0.07
28. C 0.03
29. C -0.19
30. C 0.05
31. C 0.00
32. C -0.21
33. C -0.02
34. C -0.03
35. C -0.41
36. C -0.09
37. C -0.40
38. C -0.03
39. C -0.17
40. H 0.05
41. H 0.13
42. H 0.07
43. H 0.05
44. H 0.13
45. H 0.14
46. H 0.12
47. H 0.09
48. H 0.08
49. H 0.10
50. H 0.10
51. H 0.12
52. H 0.10
53. H 0.08
54. H 0.14
55. H 0.12
56. H 0.13
57. H 0.02
58. H 0.12
59. H 0.13
60. H 0.07
61. H 0.09
62. H 0.13
63. H 0.14
64. H 0.13
65. H 0.11
66. H 0.08
67. H 0.12
68. H 0.07



3.
ORCA calculation (wB97M-V/def2-TZVPD) on a 2-piece molecular cluster, C24H29F3NO5S overall at a distorted geometry.

2S+1: 1
LUMO level in eV: 1.21
Net charge: -1
HOMO-LUMO gap in eV: 4.708

CARTESIAN COORDINATES (ANGSTROEM)
S -0.98 -1.37 3.42
F 1.24 -2.31 3.93
F -0.42 -3.54 4.77
F 0.16 -1.67 5.79
O -3.21 0.37 4.94
O -0.82 1.69 1.70
O 0.43 -0.19 1.51
O -2.88 -3.89 3.16
O 3.70 2.43 1.85
N -2.60 -1.77 4.13
C 3.61 2.95 -1.74
C 0.58 4.11 1.42
C -3.42 -0.82 4.79
C 1.46 1.85 2.20
C -1.95 0.82 1.72
C 0.37 1.02 1.77
C 0.01 -2.28 4.57
C -6.46 -3.53 5.98
C 3.33 0.11 1.65
C 2.83 1.53 1.93
C -4.59 -1.62 5.25
C -3.24 -3.01 3.92
C -3.26 1.58 1.79
C -5.34 -3.92 5.22
C -5.66 -1.22 6.03
C 2.26 3.61 -2.06
C 3.41 -0.18 0.15
C 3.60 1.42 -1.85
C 1.12 3.27 2.60
C 1.25 3.39 -0.94
C -6.64 -2.18 6.37
C 4.35 0.70 -0.71
C -4.45 -2.93 4.81
C 1.57 4.27 0.27
H 0.31 5.12 1.79
H -5.71 -0.17 6.35
H 2.58 1.04 -1.93
H -3.37 2.03 2.78
H 4.10 1.16 -2.80
H 4.33 0.02 2.10
H 0.35 3.26 3.39
H 3.73 -1.22 0.01
H -0.32 3.61 1.08
H 1.54 5.32 -0.08
H 2.44 4.68 -2.19
H 2.64 -0.62 2.10
H -3.36 2.32 0.99
H 4.92 1.40 -0.08
H -1.88 0.28 2.70
H -4.07 0.84 1.68
H -1.92 0.11 0.88
H 0.23 3.63 -1.28
H 4.39 3.35 -2.41
H -7.22 -4.26 6.27
H 2.37 -0.13 -0.23
H -5.14 -4.95 4.96
H 5.08 0.03 -1.19
H 1.85 3.21 -3.00
H 2.59 4.09 0.64
H 1.22 2.32 -0.65
H 3.91 3.24 -0.72
H -7.53 -1.89 6.94
H 2.03 3.76 2.98

Löwdin charges, unit e, in atom order:
1. S 1.24
2. F 0.05
3. F 0.09
4. F 0.08
5. O 0.11
6. O -0.05
7. O -0.08
8. O 0.11
9. O -0.05
10. N -0.16
11. C -0.21
12. C -0.21
13. C -0.37
14. C -0.12
15. C -0.29
16. C -0.50
17. C -0.80
18. C -0.06
19. C -0.13
20. C -0.38
21. C -0.09
22. C -0.38
23. C -0.07
24. C 0.00
25. C 0.01
26. C -0.22
27. C -0.19
28. C -0.21
29. C -0.17
30. C -0.20
31. C -0.06
32. C -0.19
33. C -0.09
34. C -0.21
35. H 0.10
36. H 0.12
37. H 0.10
38. H 0.07
39. H 0.10
40. H 0.12
41. H 0.11
42. H 0.10
43. H 0.09
44. H 0.10
45. H 0.10
46. H 0.09
47. H 0.08
48. H 0.10
49. H 0.00
50. H 0.07
51. H 0.13
52. H 0.11
53. H 0.10
54. H 0.10
55. H 0.10
56. H 0.12
57. H 0.09
58. H 0.10
59. H 0.09
60. H 0.11
61. H 0.09
62. H 0.10
63. H 0.11



4.
ORCA calculation (wB97M-V/def2-TZVPD) on a single C24H29FN4O5 molecule at a distorted geometry.

2S+1: 1
SMILES: O=C(NCCCO)C(=O)NC[C@@H](c1ccc2c(c1)OCO2)N1CCN(c2ccc(F)cc2)CC1
LUMO level in eV: 0.66
Relative energy (zero: lowest compared OMol25 entry of this formula, charge and spin) in kcal per mole: 0.0
HOMO-LUMO gap in eV: 8.489

CARTESIAN COORDINATES (ANGSTROEM)
F -3.93 0.21 -5.96
O 2.34 4.98 3.51
O 2.79 -0.98 -0.38
O -1.85 -2.92 -3.44
O 0.45 5.42 4.75
O 1.38 -3.89 0.93
N 1.83 -3.32 -1.24
N -1.22 0.34 -1.15
N 0.27 0.18 1.24
N 2.35 -1.55 1.79
C -3.26 0.06 -2.41
C 1.81 -3.13 0.09
C 0.15 0.81 -1.10
C -3.26 0.24 -4.78
C 1.66 5.96 4.26
C 0.41 4.13 4.30
C -1.90 0.46 -4.79
C -1.21 0.48 -3.58
C 0.93 0.27 2.54
C 1.21 -4.45 -1.90
C -1.13 -0.17 1.24
C -0.47 -3.04 -3.21
C -0.32 1.92 3.94
C -1.47 -0.69 -0.16
C -0.54 3.17 4.51
C -0.26 -4.19 -2.23
C -3.95 0.04 -3.60
C 1.56 3.86 3.55
C -1.87 0.27 -2.37
C 0.82 1.64 3.18
C 0.50 1.27 0.32
C 2.38 -0.23 2.37
C 1.78 2.63 2.98
C 2.37 -1.75 0.47
H 0.42 -0.45 3.19
H -5.02 -0.12 -3.62
H 2.94 0.39 1.67
H 1.90 -2.29 2.31
H -0.69 -5.10 -2.66
H 2.29 6.29 5.10
H -0.83 -1.56 -0.36
H -1.77 0.69 1.48
H -2.50 -1.01 -0.20
H -0.06 -2.11 -2.79
H -0.15 0.64 -3.61
H -1.05 1.14 4.09
H 1.78 -4.67 -2.80
H -2.02 -2.16 -4.01
H 1.44 6.83 3.61
H -0.11 2.15 0.58
H -0.80 -3.97 -1.31
H -3.81 -0.07 -1.49
H -1.38 0.61 -5.72
H -1.43 3.37 5.09
H 0.26 1.66 -1.77
H 2.68 2.46 2.41
H 1.55 1.55 0.33
H 2.20 -2.55 -1.78
H -1.31 -0.96 1.96
H 2.89 -0.25 3.33
H 0.06 -3.25 -4.15
H 1.28 -5.29 -1.21
H 0.87 0.02 -1.39

Löwdin charges, unit e, in atom order:
1. F 0.05
2. O 0.04
3. O 0.06
4. O -0.06
5. O 0.04
6. O 0.07
7. N 0.08
8. N -0.09
9. N -0.12
10. N 0.09
11. C -0.01
12. C -0.41
13. C -0.14
14. C -0.29
15. C -0.16
16. C -0.20
17. C -0.02
18. C -0.04
19. C -0.25
20. C -0.17
21. C -0.15
22. C -0.28
23. C -0.03
24. C -0.13
25. C 0.02
26. C -0.16
27. C -0.01
28. C -0.19
29. C -0.24
30. C -0.18
31. C -0.15
32. C -0.11
33. C 0.05
34. C -0.41
35. H 0.15
36. H 0.12
37. H 0.11
38. H 0.14
39. H 0.12
40. H 0.14
41. H 0.12
42. H 0.13
43. H 0.12
44. H 0.10
45. H 0.10
46. H 0.11
47. H 0.12
48. H 0.06
49. H 0.14
50. H 0.13
51. H 0.11
52. H 0.11
53. H 0.12
54. H 0.12
55. H 0.13
56. H 0.12
57. H 0.12
58. H 0.14
59. H 0.13
60. H 0.13
61. H 0.12
62. H 0.12
63. H 0.11



Repeat the fourth record exactly.
ORCA calculation (wB97M-V/def2-TZVPD) on a single C24H29FN4O5 molecule at a distorted geometry.

2S+1: 1
SMILES: O=C(NCCCO)C(=O)NC[C@@H](c1ccc2c(c1)OCO2)N1CCN(c2ccc(F)cc2)CC1
LUMO level in eV: 0.66
Relative energy (zero: lowest compared OMol25 entry of this formula, charge and spin) in kcal per mole: 0.0
HOMO-LUMO gap in eV: 8.489

CARTESIAN COORDINATES (ANGSTROEM)
F -3.93 0.21 -5.96
O 2.34 4.98 3.51
O 2.79 -0.98 -0.38
O -1.85 -2.92 -3.44
O 0.45 5.42 4.75
O 1.38 -3.89 0.93
N 1.83 -3.32 -1.24
N -1.22 0.34 -1.15
N 0.27 0.18 1.24
N 2.35 -1.55 1.79
C -3.26 0.06 -2.41
C 1.81 -3.13 0.09
C 0.15 0.81 -1.10
C -3.26 0.24 -4.78
C 1.66 5.96 4.26
C 0.41 4.13 4.30
C -1.90 0.46 -4.79
C -1.21 0.48 -3.58
C 0.93 0.27 2.54
C 1.21 -4.45 -1.90
C -1.13 -0.17 1.24
C -0.47 -3.04 -3.21
C -0.32 1.92 3.94
C -1.47 -0.69 -0.16
C -0.54 3.17 4.51
C -0.26 -4.19 -2.23
C -3.95 0.04 -3.60
C 1.56 3.86 3.55
C -1.87 0.27 -2.37
C 0.82 1.64 3.18
C 0.50 1.27 0.32
C 2.38 -0.23 2.37
C 1.78 2.63 2.98
C 2.37 -1.75 0.47
H 0.42 -0.45 3.19
H -5.02 -0.12 -3.62
H 2.94 0.39 1.67
H 1.90 -2.29 2.31
H -0.69 -5.10 -2.66
H 2.29 6.29 5.10
H -0.83 -1.56 -0.36
H -1.77 0.69 1.48
H -2.50 -1.01 -0.20
H -0.06 -2.11 -2.79
H -0.15 0.64 -3.61
H -1.05 1.14 4.09
H 1.78 -4.67 -2.80
H -2.02 -2.16 -4.01
H 1.44 6.83 3.61
H -0.11 2.15 0.58
H -0.80 -3.97 -1.31
H -3.81 -0.07 -1.49
H -1.38 0.61 -5.72
H -1.43 3.37 5.09
H 0.26 1.66 -1.77
H 2.68 2.46 2.41
H 1.55 1.55 0.33
H 2.20 -2.55 -1.78
H -1.31 -0.96 1.96
H 2.89 -0.25 3.33
H 0.06 -3.25 -4.15
H 1.28 -5.29 -1.21
H 0.87 0.02 -1.39

Löwdin charges, unit e, in atom order:
1. F 0.05
2. O 0.04
3. O 0.06
4. O -0.06
5. O 0.04
6. O 0.07
7. N 0.08
8. N -0.09
9. N -0.12
10. N 0.09
11. C -0.01
12. C -0.41
13. C -0.14
14. C -0.29
15. C -0.16
16. C -0.20
17. C -0.02
18. C -0.04
19. C -0.25
20. C -0.17
21. C -0.15
22. C -0.28
23. C -0.03
24. C -0.13
25. C 0.02
26. C -0.16
27. C -0.01
28. C -0.19
29. C -0.24
30. C -0.18
31. C -0.15
32. C -0.11
33. C 0.05
34. C -0.41
35. H 0.15
36. H 0.12
37. H 0.11
38. H 0.14
39. H 0.12
40. H 0.14
41. H 0.12
42. H 0.13
43. H 0.12
44. H 0.10
45. H 0.10
46. H 0.11
47. H 0.12
48. H 0.06
49. H 0.14
50. H 0.13
51. H 0.11
52. H 0.11
53. H 0.12
54. H 0.12
55. H 0.13
56. H 0.12
57. H 0.12
58. H 0.14
59. H 0.13
60. H 0.13
61. H 0.12
62. H 0.12
63. H 0.11